A gas-phase ion, C5H14NS2 (charge +1) in a non-equilibrium geometry. Source: OMol25; level of theory: ωB97M-V with the def2-TZVPD basis set.

Summary:
- LUMO level (eV) = -3.322
- max |F| (hartree/bohr) = 0.040
- Kohn-Sham gap (eV) = 9.055
- ΔE to the lowest compared entry with this formula, charge and spin (kcal/mol) = 24.6
- electronic energy (eV) = -28565.765

```
! RIJCOSX wB97M-V def2-TZVPD def2/J DEFGRID3
* xyz 1 1
N 1.2053 -1.7432 -1.9512
C 1.4551 -1.6775 -0.4290
C 1.3288 -3.1067 0.1512
C 0.3461 -0.8154 0.0791
S 0.6060 0.8922 -0.4933
S -1.1914 1.7738 -0.5565
C -1.5173 2.5489 1.1487
C -2.1633 3.8945 1.0192
H 1.0372 -0.7300 -2.3054
H 0.3418 -2.2570 -2.0627
H 1.9230 -2.2053 -2.5267
H 2.4595 -1.1830 -0.2267
H 2.0087 -3.3848 1.0097
H 1.7925 -3.7201 -0.6615
H 0.2990 -3.3429 0.4485
H 0.5104 -0.7819 1.1900
H -0.6402 -1.2502 -0.1944
H -0.7394 2.4373 1.9375
H -2.2488 1.8189 1.4987
H -1.4826 4.6211 0.5220
H -2.2515 4.3891 1.9910
H -3.0789 3.8223 0.4117
*
```

=====

A molecular structure, C35H70N2O14PSSi2 in a non-equilibrium geometry. Source: OMol25; level of theory: ωB97M-V with the def2-TZVPD basis set.

Summary:
- LUMO level (eV) = 1.754
- max |F| (hartree/bohr) = 0.029
- Kohn-Sham gap (eV) = 6.152
- electronic energy (eV) = -104960.678

```
! RIJCOSX wB97M-V def2-TZVPD def2/J DEFGRID3
* xyz -1 1
C 2.7909 -1.3017 4.7033
Si 2.0324 -1.3775 2.9737
C 0.1681 -1.4782 3.2338
C -0.4945 -0.2191 3.8630
C -1.6266 -0.6267 4.8070
N -2.5458 -1.5218 4.0767
O 2.5593 0.0528 2.1909
Si 1.7091 0.4455 0.8672
C 1.1935 -1.0204 -0.1304
C 2.3765 -1.6821 -0.8548
C 1.9050 -2.8315 -1.7251
C 0.9440 -3.7729 -1.0214
O -0.4279 -3.3773 -1.3981
C -1.2820 -3.3241 -0.3948
O -2.3365 -2.7317 -0.4546
N 0.3293 1.5490 1.2688
C 0.6188 2.6369 1.7215
S 0.9468 4.0080 2.4113
P 3.0954 1.6814 -0.4407
O 4.5224 1.2669 -0.3267
C 2.7274 -2.9537 2.1533
O 3.9506 -2.8680 1.8984
O 1.9803 -3.9200 1.9474
H 2.9604 -0.2497 4.9299
H 3.7500 -1.7932 4.7328
H 2.1099 -1.6658 5.4628
H -0.3961 -1.7544 2.3531
H 0.0297 -2.2940 3.9339
H 0.2192 0.4163 4.3724
H -0.9874 0.3181 3.0650
H -1.2415 -1.1149 5.6930
H -2.1841 0.2760 5.0458
H -2.6123 -1.2216 3.1147
H -3.4775 -1.4360 4.4565
H 0.5337 -0.6520 -0.9188
H 0.6104 -1.7433 0.4233
H 3.1942 -1.9493 -0.1957
H 2.7732 -0.9296 -1.5288
H 2.7283 -3.3922 -2.1387
H 1.3670 -2.3790 -2.5472
H 1.0470 -3.7119 0.0553
H 1.0610 -4.7936 -1.3557
H -1.0218 -3.8817 0.5139
H 2.6102 1.4503 -1.7582
H 2.8737 3.0519 -0.2028
C -0.9973 -2.3668 -6.0571
C -0.5909 -1.4621 -4.9230
O 0.5492 -1.3748 -4.5293
C -1.6935 -0.6616 -4.2773
H -0.1248 -2.8871 -6.4482
H -1.7137 -3.0999 -5.7013
H -1.4484 -1.7770 -6.8575
H -2.4477 -1.3334 -3.8679
H -2.1595 -0.0038 -5.0137
H -1.2827 -0.0567 -3.4727
C 1.8499 7.4316 -1.7937
C 1.0624 6.3971 -1.0249
O 1.5941 5.4318 -0.5369
C -0.4253 6.6241 -0.8909
H 2.8989 7.1464 -1.8116
H 1.4808 7.4959 -2.8187
H 1.7551 8.4070 -1.3137
H -0.8885 6.6557 -1.8790
H -0.6145 7.5657 -0.3731
H -0.8631 5.8096 -0.3175
C -4.8860 -5.3255 -8.0982
C -4.4029 -4.4618 -6.9559
O -3.2392 -4.4256 -6.6348
C -5.4281 -3.6404 -6.2125
H -4.0428 -5.8573 -8.5334
H -5.6144 -6.0512 -7.7337
H -5.3491 -4.7039 -8.8660
H -6.1746 -4.2987 -5.7619
H -5.9195 -2.9420 -6.8926
H -4.9309 -3.0752 -5.4293
C 7.6701 0.6899 3.8385
C 6.5058 1.3133 4.5697
O 6.5257 1.4702 5.7707
C 5.3284 1.7256 3.7292
H 8.4526 0.4372 4.5514
H 7.3442 -0.2171 3.3274
H 8.0684 1.3923 3.1042
H 4.9111 0.8564 3.2161
H 5.6343 2.4714 2.9949
H 4.5606 2.1562 4.3695
C 8.8171 6.2447 3.6984
C 7.5748 6.3051 2.8410
O 7.1740 7.3509 2.3863
C 6.8643 5.0003 2.5837
H 9.2311 7.2447 3.8070
H 8.5700 5.8519 4.6858
H 9.5622 5.5995 3.2308
H 6.5369 4.5635 3.5285
H 7.5290 4.3042 2.0690
H 5.9919 5.1790 1.9594
C -7.0639 -1.4569 -3.0116
C -5.5957 -1.1271 -3.1474
O -4.9905 -1.3608 -4.1687
C -4.9191 -0.4987 -1.9554
H -7.4239 -1.9031 -3.9367
H -7.2122 -2.1637 -2.1942
H -7.6332 -0.5483 -2.8103
H -4.9782 -1.1677 -1.0955
H -5.4036 0.4484 -1.7099
H -3.8721 -0.3110 -2.1822
C -1.8561 3.9802 -4.1812
C -2.7522 3.1529 -3.2895
O -2.3362 2.1852 -2.7043
C -4.1924 3.5944 -3.1661
H -0.8549 3.5553 -4.1793
H -2.2411 3.9800 -5.2023
H -1.8085 5.0069 -3.8137
H -4.6740 3.5780 -4.1453
H -4.2404 4.6048 -2.7568
H -4.7205 2.9171 -2.4991
C -5.1615 -5.9679 5.4892
C -4.3849 -4.7125 5.8126
O -4.9201 -3.6299 5.8294
C -2.9170 -4.8779 6.1136
H -6.2002 -5.7108 5.2938
H -4.7412 -6.4480 4.6044
H -5.1182 -6.6610 6.3308
H -2.4047 -5.3144 5.2554
H -2.7905 -5.5227 6.9857
H -2.4822 -3.9041 6.3233
*
```

=====

A molecular structure, C27H51N2OP3PbS in a non-equilibrium geometry. Source: OMol25; level of theory: ωB97M-V with the def2-TZVPD basis set.

Summary:
- LUMO level (spin up / spin down) (eV) = -14.168 / -13.718
- max |F| (hartree/bohr) = 0.065
- Kohn-Sham gap (spin up / spin down) (eV) = 4.170 / 4.620
- electronic energy (eV) = -77759.927

```
! RIJCOSX wB97M-V def2-TZVPD def2/J DEFGRID3
* xyz 4 1
Pb 0.0762 -1.3211 -0.9362
P -0.7460 1.3336 0.8142
P -2.7857 -1.1752 -0.9575
P 2.5989 0.8031 -0.5921
H 0.3155 -2.9951 -5.4706
C 1.3634 -3.2188 -5.1502
C 1.6037 -3.8828 -3.9861
H 0.8227 -4.5067 -3.5759
C -1.0475 2.8384 -0.2127
C -2.2687 1.3184 1.8355
C 0.4166 1.9514 2.0932
C -3.0951 -2.6387 -2.0200
C -3.9697 -1.4165 0.4311
C -3.3976 0.2362 -1.9627
C 4.0601 0.4519 -1.6297
C 3.4889 0.8282 1.0221
C 2.4832 2.5972 -0.9169
H 2.0287 -3.1104 -6.0131
H 2.5911 -3.8827 -3.4998
H -1.4242 3.6263 0.4512
H -1.7819 2.6352 -1.0052
H -0.1457 3.1777 -0.7354
H -2.3444 2.2880 2.3577
H -2.2216 0.4954 2.5656
H -3.1526 1.1525 1.2051
H -0.1428 2.5384 2.8362
H 1.1810 2.5842 1.6340
H 0.9276 1.1231 2.6006
H -4.1602 -2.6905 -2.2919
H -2.7931 -3.5298 -1.4508
H -2.5284 -2.6424 -2.9650
H -4.8841 -0.8071 0.3544
H -3.4848 -1.1584 1.3872
H -4.2719 -2.4719 0.4850
H -4.4533 0.1172 -2.2419
H -2.8019 0.3019 -2.8877
H -3.2970 1.1967 -1.4250
H 4.8399 1.0898 -1.2024
H 3.9186 0.6994 -2.6899
H 4.3335 -0.6058 -1.5471
H 4.5022 1.2028 0.8445
H 3.5682 -0.1934 1.4159
H 3.0096 1.4800 1.7597
H 3.4967 2.9773 -1.0825
H 2.0202 3.1742 -0.1120
H 1.8963 2.7311 -1.8308
C 1.2493 -0.4990 -4.7213
C 1.0371 0.8197 -5.0922
C -0.2599 1.2125 -5.4073
C -1.3246 0.3117 -5.3434
C -1.1622 -0.9157 -4.7050
C 0.1301 -1.2365 -4.2548
S 2.9543 -1.0080 -4.9619
H 2.9439 -0.7351 -6.2730
H 1.9203 1.4326 -5.1693
H -0.4730 2.2156 -5.7358
H -2.2848 0.6102 -5.7820
H -1.9729 -1.6415 -4.5725
H 0.1885 -2.1402 -3.6425
C -2.9283 -2.0756 6.5850
C -1.7405 -1.1650 6.7533
N -0.9148 -1.1016 5.5298
C -0.1384 0.1653 5.3665
C 1.2989 0.0868 5.8498
C -0.3401 -2.2999 5.1352
O -0.4846 -3.3432 5.7837
C 0.5007 -2.3321 3.8863
C 1.6934 -3.0570 3.8806
C 2.3902 -3.0892 2.6832
C 1.8425 -2.5344 1.5308
N 0.6189 -1.9648 1.5133
C -0.0133 -1.7938 2.6992
H -3.4521 -1.8596 5.6532
H -3.6119 -1.9208 7.4201
H -2.5919 -3.1123 6.5841
H -2.0530 -0.1377 6.9593
H -1.0935 -1.5080 7.5800
H -0.1809 0.4908 4.3161
H -0.7187 0.8781 5.9512
H 1.9084 -0.5243 5.1900
H 1.7455 1.0813 5.8714
H 1.3552 -0.3337 6.8529
H 2.0075 -3.5765 4.7840
H 3.3442 -3.6146 2.5771
H 2.3955 -2.6033 0.5823
H -0.9731 -1.2464 2.6762
*
```

=====

A molecular structure, C29H31N3O7ReS2 in a non-equilibrium geometry. Source: OMol25; level of theory: ωB97M-V with the def2-TZVPD basis set.

Summary:
- LUMO level (spin up / spin down) (eV) = -0.906 / -0.540
- max |F| (hartree/bohr) = 0.028
- Kohn-Sham gap (spin up / spin down) (eV) = 6.740 / 6.797
- ΔE to the lowest compared entry with this formula, charge and spin (kcal/mol) = 21.8
- electronic energy (eV) = -73179.643

```
! RIJCOSX wB97M-V def2-TZVPD def2/J DEFGRID3
* xyz 0 2
Re -1.0185 0.1582 -0.3570
C 2.8181 0.4678 -2.1919
C 1.5744 0.9478 -1.5215
O 0.5604 0.1647 -1.6189
C 1.5307 2.1816 -0.8850
C 0.3534 2.8052 -0.5004
C 0.3317 4.2881 -0.2917
N -0.7973 2.1205 -0.4287
N -1.9500 2.8852 -0.6560
C -2.7928 2.1176 -1.2782
O -2.5117 0.8685 -1.5895
C -4.1093 2.6737 -1.6782
C -5.0315 1.8402 -2.3014
C -6.2688 2.3360 -2.6886
C -6.5877 3.6651 -2.4513
C -5.6672 4.4990 -1.8262
C -4.4312 4.0074 -1.4409
H 2.6043 0.2465 -3.2393
H 3.1255 -0.4589 -1.7033
H 3.6195 1.2010 -2.1289
H 2.4326 2.7774 -0.8757
H 1.3173 4.6228 0.0339
H -0.4283 4.5665 0.4340
H 0.0823 4.7870 -1.2310
H -4.7672 0.8041 -2.4699
H -6.9853 1.6830 -3.1723
H -7.5546 4.0518 -2.7472
H -5.9163 5.5365 -1.6390
H -3.7060 4.6445 -0.9522
C 3.8914 4.6365 3.0522
C 3.2722 3.3055 2.7125
C 4.0698 2.2494 2.2675
C 3.5159 1.0242 1.9428
C 2.1412 0.8456 2.0577
C 1.3297 1.8737 2.5111
C 1.9026 3.0973 2.8357
S 1.4763 -0.7411 1.6585
O 2.1470 -1.1638 0.4516
O 1.6157 -1.5586 2.8339
N -0.0815 -0.4651 1.3614
C -1.0262 -1.0150 2.3842
C -2.3565 -0.3385 2.2053
O -3.1967 -0.3222 3.0690
O -2.5093 0.1844 0.9905
H 4.4205 5.0530 2.1922
H 4.6175 4.5341 3.8613
H 3.1351 5.3556 3.3663
H 5.1430 2.3907 2.1795
H 4.1383 0.2084 1.5900
H 0.2599 1.7278 2.5997
H 1.2684 3.9046 3.1881
H -0.6724 -0.8834 3.3976
H -1.1927 -2.0858 2.2295
C 1.6390 -7.9339 0.9525
C 1.2736 -6.6128 0.3230
C 0.2115 -5.8563 0.8029
C -0.1195 -4.6336 0.2302
C 0.6296 -4.1746 -0.8363
C 1.7091 -4.8977 -1.3276
C 2.0153 -6.1169 -0.7516
S 0.2575 -2.6092 -1.5832
C -0.6062 -3.2060 -3.0320
O -0.9043 -2.0512 -0.7282
H 0.9301 -8.2102 1.7321
H 2.6331 -7.8872 1.4013
H 1.6538 -8.7315 0.2070
H -0.3655 -6.2210 1.6448
H -0.9426 -4.0369 0.6057
H 2.3105 -4.5082 -2.1439
H 2.8546 -6.6907 -1.1282
H -1.4242 -3.8384 -2.6900
H 0.0922 -3.7610 -3.6605
H -0.9837 -2.3286 -3.5600
*
```

=====

Repeat the first record exactly.
A gas-phase ion, C5H14NS2 (charge +1) in a non-equilibrium geometry. Source: OMol25; level of theory: ωB97M-V with the def2-TZVPD basis set.

Summary:
- LUMO level (eV) = -3.322
- max |F| (hartree/bohr) = 0.040
- Kohn-Sham gap (eV) = 9.055
- ΔE to the lowest compared entry with this formula, charge and spin (kcal/mol) = 24.6
- electronic energy (eV) = -28565.765

```
! RIJCOSX wB97M-V def2-TZVPD def2/J DEFGRID3
* xyz 1 1
N 1.2053 -1.7432 -1.9512
C 1.4551 -1.6775 -0.4290
C 1.3288 -3.1067 0.1512
C 0.3461 -0.8154 0.0791
S 0.6060 0.8922 -0.4933
S -1.1914 1.7738 -0.5565
C -1.5173 2.5489 1.1487
C -2.1633 3.8945 1.0192
H 1.0372 -0.7300 -2.3054
H 0.3418 -2.2570 -2.0627
H 1.9230 -2.2053 -2.5267
H 2.4595 -1.1830 -0.2267
H 2.0087 -3.3848 1.0097
H 1.7925 -3.7201 -0.6615
H 0.2990 -3.3429 0.4485
H 0.5104 -0.7819 1.1900
H -0.6402 -1.2502 -0.1944
H -0.7394 2.4373 1.9375
H -2.2488 1.8189 1.4987
H -1.4826 4.6211 0.5220
H -2.2515 4.3891 1.9910
H -3.0789 3.8223 0.4117
*
```

=====

Question: Among the records above, which one has the highest max |F|?
Answer: C27H51N2OP3PbS

=====

What did the first record say?
A gas-phase ion, C5H14NS2 (charge +1) in a non-equilibrium geometry. Source: OMol25; level of theory: ωB97M-V with the def2-TZVPD basis set.

Summary:
- LUMO level (eV) = -3.322
- max |F| (hartree/bohr) = 0.040
- Kohn-Sham gap (eV) = 9.055
- ΔE to the lowest compared entry with this formula, charge and spin (kcal/mol) = 24.6
- electronic energy (eV) = -28565.765

```
! RIJCOSX wB97M-V def2-TZVPD def2/J DEFGRID3
* xyz 1 1
N 1.2053 -1.7432 -1.9512
C 1.4551 -1.6775 -0.4290
C 1.3288 -3.1067 0.1512
C 0.3461 -0.8154 0.0791
S 0.6060 0.8922 -0.4933
S -1.1914 1.7738 -0.5565
C -1.5173 2.5489 1.1487
C -2.1633 3.8945 1.0192
H 1.0372 -0.7300 -2.3054
H 0.3418 -2.2570 -2.0627
H 1.9230 -2.2053 -2.5267
H 2.4595 -1.1830 -0.2267
H 2.0087 -3.3848 1.0097
H 1.7925 -3.7201 -0.6615
H 0.2990 -3.3429 0.4485
H 0.5104 -0.7819 1.1900
H -0.6402 -1.2502 -0.1944
H -0.7394 2.4373 1.9375
H -2.2488 1.8189 1.4987
H -1.4826 4.6211 0.5220
H -2.2515 4.3891 1.9910
H -3.0789 3.8223 0.4117
*
```